--- 1 ---
Density functional theory data (ωB97M-V/def2-TZVPD) for C3H7NO3S as an isolated structure.

The value obtained for the HOMO energy is -10.9 eV. As for the orbital gap: 0.4130 Eh. Its spin multiplicity is 1.

Structure (XYZ):
```
15
C3H7NO3S | OMol25 | ωB97M-V/def2-TZVPD
S 1.69298 -2.41573 -0.78667
O 1.55182 -3.81343 0.23126
O 2.71866 -1.55862 -0.21229
O 1.62888 -2.82399 -2.16823
N -0.91798 -1.60661 -0.76999
C -0.11927 -2.39267 -0.32462
C 0.13452 -3.75403 0.39250
C 0.63695 1.05592 -2.56999
H 1.64696 1.35003 -2.63078
H -1.83392 -1.83344 -0.41525
H 0.60901 0.47527 -1.59816
H -0.14496 -3.70708 1.45946
H 0.00745 1.84501 -2.33626
H -0.38235 -4.55677 -0.04350
H 0.23422 0.29461 -3.17997
```

--- 2 ---
Density functional theory data (ωB97M-V/def2-TZVPD) for an isolated molecule of C3H7NO3S.

The value obtained for the HOMO energy is -10.3 eV. As for the orbital gap: 0.3925 Eh. Its spin multiplicity is 1. Its structure (SMILES) is [H]/N=C(\C)OS(C)(=O)=O.

Structure (XYZ):
```
15
C3H7NO3S | OMol25 | ωB97M-V/def2-TZVPD
S -0.08472 -1.51337 -0.29484
O -0.45013 0.03948 0.53375
O 0.62277 -1.75720 -1.54056
O 0.35428 -2.50154 0.65511
N 1.70636 0.07918 0.13737
C -1.87881 -1.41419 -0.91131
C 0.68173 0.69743 0.57966
C 0.65658 2.12223 0.91668
H -2.46688 -0.73051 -0.23626
H -2.23237 -2.40089 -1.12204
H 2.59687 0.61940 0.16302
H 0.51174 2.65025 0.03695
H -0.09129 2.58108 1.54950
H -1.53684 -0.93476 -1.78972
H 1.61072 2.46339 1.32268
```

2 comes first in stability; the runner-up is 0.0109 hartree higher.

--- 1 ---
Density functional theory data (ωB97M-V/def2-TZVPD) for a 4-piece molecular cluster, CH12N2O3 overall.

The value obtained for the HOMO energy is -9.4 eV. As for the orbital gap: 0.3627 Eh. Its spin multiplicity is 1. Its structure (SMILES) is NCN.O.O.O.

Structure (XYZ):
```
18
CH12N2O3 | OMol25 | ωB97M-V/def2-TZVPD
O -1.59465 -2.49352 0.57940
O 0.87829 -1.87385 -2.14590
O -2.03857 0.36007 0.97508
N 0.87854 2.42090 1.08515
N 0.77691 0.62985 -0.53732
C 1.59338 1.64691 0.05522
H 1.83047 2.39304 -0.69578
H 0.19477 1.82889 1.54501
H 2.49607 1.19881 0.42117
H -2.63639 0.05434 1.67055
H 0.45798 -0.10537 0.08386
H -1.73265 -0.49733 0.61934
H 0.30333 -1.68318 -2.89243
H 1.54340 2.67709 1.80636
H -1.09388 -2.51027 1.40710
H -0.92892 -2.78737 -0.06088
H 1.05180 -1.01764 -1.72400
H -0.07137 1.08917 -0.87104
```

--- 2 ---
Density functional theory data (ωB97M-V/def2-TZVPD) for a 5-piece molecular cluster, CH12N2O3 overall.

The value obtained for the HOMO energy is -8.4 eV. As for the orbital gap: 0.1062 Eh. Its spin multiplicity is 1.

Structure (XYZ):
```
18
CH12N2O3 | OMol25 | ωB97M-V/def2-TZVPD
O 0.71113 -0.93548 2.72778
O 0.42649 -1.34436 0.18274
O 2.85618 0.34095 2.11800
N -2.13955 -0.75185 -1.74562
N -0.76941 1.22218 -1.49445
C -1.05351 0.08588 -2.30332
H -0.15787 -0.52674 -2.14999
H -3.03887 -0.29126 -1.83902
H -1.68242 1.67380 -1.32359
H 1.16320 -1.65499 3.19387
H 0.21868 -0.42440 -0.01001
H 0.52567 -1.24158 1.16881
H 0.24706 2.47601 1.06706
H -1.91098 -0.92252 -0.76782
H -1.29740 0.22604 -3.35915
H 0.65051 2.51138 0.42482
H 3.32175 -0.44437 1.81133
H 1.92934 0.00132 2.29856
```

1 comes first in stability; the runner-up is 0.3129 hartree higher.

--- 1 ---
Density functional theory data (ωB97M-V/def2-TZVPD) for a 2-piece molecular cluster, C4H12NO3 overall.

Its total charge is -1. The value obtained for the HOMO energy is -3.3 eV. As for the orbital gap: 0.2514 Eh. Its spin multiplicity is 1.

Structure (XYZ):
```
20
C4H12NO3 | OMol25 | ωB97M-V/def2-TZVPD
O -0.05804 -3.45392 1.90590
O -1.29321 1.43253 -2.73845
O 1.39862 -1.72233 0.73749
N 0.19381 1.45547 -0.80405
C -0.36498 -0.05699 1.10893
C -0.28872 2.12785 -1.94187
C 1.17399 -0.45470 1.20172
C -0.69552 1.29686 0.34856
H -1.72975 0.79827 -2.17165
H 0.73654 0.62587 -0.98684
H -0.57963 0.11423 2.17851
H -0.68842 3.10161 -1.64523
H 0.40161 -4.28051 1.65181
H 1.43280 -0.29560 2.26855
H 0.57938 -2.73136 1.47977
H -1.74591 1.29026 0.04641
H 0.46152 2.26446 -2.71978
H -0.48262 2.10535 1.07017
H 1.76049 0.17354 0.50304
H -0.96914 -0.92312 0.85729
```

--- 2 ---
Density functional theory data (ωB97M-V/def2-TZVPD) for a 2-piece molecular cluster, C4H12NO3 overall.

Its total charge is -1. The value obtained for the HOMO energy is -3.6 eV. As for the orbital gap: 0.2749 Eh. Its spin multiplicity is 1.

Structure (XYZ):
```
20
C4H12NO3 | OMol25 | ωB97M-V/def2-TZVPD
O -0.25119 2.07191 -0.61696
O -1.85992 1.20131 -2.26534
O -0.11822 -1.86726 2.10591
N -0.59993 -0.20893 0.00792
C -0.44367 1.21919 0.41237
C 1.01336 -1.38841 1.40300
C 0.67500 -0.98185 -0.00995
C 1.85929 -0.30226 -0.68306
H 1.48680 -0.54946 1.91632
H 1.75326 -2.18001 1.45340
H 0.30617 -1.84730 -0.56274
H -0.85184 -1.34295 1.73561
H 0.37927 1.22097 1.15714
H 2.79983 -0.77337 -0.36294
H 1.94913 0.71768 -0.29513
H -2.58868 1.18691 -1.63686
H -1.35734 1.48596 0.98801
H 1.76015 -0.22002 -1.76518
H -0.94795 -0.18268 -0.94612
H -1.16946 1.77152 -1.69628
```

2 comes first in stability; the runner-up is 0.0325 hartree higher.